Entry 1:
The following is a quantum chemistry calculation of a structure of composition C37H30N2O4PSSeSn, from OMol25.

Element x y z (Å)
1 Sn -9.857 -8.504 17.037
2 O -8.530 -5.832 14.310
3 C -8.036 -6.440 15.250
4 O -8.602 -7.528 15.750
5 C -6.667 -6.070 15.793
6 C -6.083 -4.883 15.279
7 C -4.791 -4.496 15.612
8 C -3.998 -5.318 16.434
9 C -4.607 -6.393 17.048
10 C -5.913 -6.814 16.696
11 P -6.509 -8.293 17.639
12 C -5.125 -9.380 17.760
13 C -5.058 -10.318 18.812
14 C -4.142 -11.351 18.781
15 C -3.144 -11.409 17.812
16 C -3.070 -10.343 16.883
17 C -4.105 -9.383 16.807
18 C -6.646 -7.511 19.255
19 C -7.594 -6.466 19.404
20 C -7.985 -6.094 20.672
21 C -7.350 -6.635 21.786
22 C -6.278 -7.497 21.637
23 C -5.905 -7.906 20.378
24 H -6.691 -4.277 14.598
25 H -4.442 -3.567 15.213
26 H -2.928 -5.145 16.558
27 H -4.100 -6.939 17.855
28 H -5.842 -10.281 19.620
29 H -4.306 -12.202 19.462
30 H -2.431 -12.224 17.796
31 H -2.277 -10.303 16.149
32 H -4.107 -8.714 15.942
33 H -7.997 -5.961 18.504
34 H -8.805 -5.375 20.803
35 H -7.597 -6.301 22.801
36 H -5.723 -7.847 22.479
37 H -4.952 -8.431 20.213
38 C -14.647 -12.448 21.444
39 C -14.284 -11.420 20.392
40 C -13.036 -10.802 20.397
41 C -12.782 -9.740 19.517
42 C -13.758 -9.394 18.595
43 C -14.957 -10.081 18.488
44 C -15.201 -11.118 19.374
45 S -13.486 -7.948 17.622
46 O -12.932 -6.935 18.467
47 O -14.654 -7.739 16.828
48 N -12.220 -8.432 16.657
49 C -12.316 -8.760 15.336
50 C -13.528 -9.019 14.634
51 C -13.429 -9.453 13.317
52 C -12.180 -9.667 12.695
53 C -11.042 -9.318 13.464
54 N -11.124 -8.916 14.744
55 H -13.880 -13.222 21.516
56 H -15.576 -12.894 21.122
57 H -14.785 -12.005 22.443
58 H -12.248 -11.142 21.086
59 H -11.896 -9.117 19.650
60 H -15.682 -9.804 17.736
61 H -16.100 -11.719 19.288
62 H -14.456 -8.762 15.117
63 H -14.339 -9.570 12.728
64 H -12.083 -9.896 11.636
65 H -10.078 -9.324 12.938
66 Se -9.479 -11.343 17.665
67 C -10.901 -12.586 17.566
68 C -11.670 -12.685 16.379
69 C -12.668 -13.640 16.287
70 C -12.891 -14.566 17.341
71 C -12.151 -14.478 18.508
72 C -11.170 -13.491 18.615
73 H -11.493 -11.949 15.587
74 H -13.356 -13.567 15.421
75 H -13.630 -15.362 17.219
76 H -12.295 -15.217 19.285
77 H -10.549 -13.391 19.522

Values from the calculation:
**Charge**: -1
**HOMO**: -4.05 eV
**DFT total energy**: -5193.777043 hartree
**F_max**: 3.334 eV/Å
**Energy above the lowest of the compared OMol25 structures with the same formula, charge and spin**: 6.7 kJ/mol

***

Entry 2:
The following is a quantum chemistry calculation of a structure of composition C37H31F3NO4SZn, from OMol25.

Element x y z (Å)
1 Zn 0.991 1.249 0.286
2 F 5.382 5.541 1.197
3 C 4.716 5.091 0.096
4 F 5.563 5.334 -0.952
5 F 3.669 5.891 -0.078
6 C 4.427 3.624 0.187
7 C 5.528 2.791 0.098
8 C 5.380 1.410 0.089
9 C 4.092 0.912 0.115
10 N 3.031 1.697 0.223
11 C 3.132 3.052 0.329
12 S 1.675 3.838 0.672
13 H 6.514 3.233 0.021
14 H 6.233 0.750 0.030
15 H 3.871 -0.149 0.052
16 C -4.029 -2.650 -0.590
17 C -3.193 -1.967 0.502
18 C -3.879 -2.079 1.852
19 O -1.904 -2.572 0.529
20 C -0.948 -1.710 -0.097
21 C -1.863 -0.577 -0.648
22 O -2.985 -0.613 0.216
23 C -1.408 0.875 -0.874
24 O -0.847 1.436 0.244
25 C -0.448 0.947 -2.087
26 C -0.202 -0.079 -2.993
27 C 0.696 0.093 -4.039
28 C 1.360 1.297 -4.209
29 C 1.107 2.338 -3.328
30 C 0.211 2.163 -2.285
31 C -2.651 1.690 -1.311
32 C -2.873 2.927 -0.718
33 C -3.923 3.736 -1.127
34 C -4.782 3.310 -2.130
35 C -4.576 2.072 -2.719
36 C -3.514 1.273 -2.319
37 C 0.335 -1.493 0.808
38 O 1.183 -0.624 0.140
39 C -0.021 -1.159 2.282
40 C 0.565 -0.121 3.001
41 C 0.273 0.120 4.334
42 C -0.606 -0.704 5.013
43 C -1.162 -1.780 4.340
44 C -0.865 -2.009 3.006
45 C 1.108 -2.847 0.800
46 C 1.642 -3.440 1.943
47 C 2.439 -4.577 1.867
48 C 2.730 -5.149 0.641
49 C 2.235 -4.554 -0.511
50 C 1.452 -3.414 -0.429
51 H -4.202 -3.691 -0.319
52 H -3.498 -2.625 -1.542
53 H -4.983 -2.133 -0.703
54 H -3.880 -3.117 2.185
55 H -4.904 -1.719 1.765
56 H -3.344 -1.462 2.571
57 H -0.566 -2.231 -0.977
58 H -2.196 -0.944 -1.630
59 H -0.700 -1.036 -2.904
60 H 0.881 -0.729 -4.721
61 H 2.057 1.427 -5.028
62 H 1.599 3.296 -3.452
63 H -0.021 2.994 -1.631
64 H -2.202 3.236 0.073
65 H -4.073 4.703 -0.663
66 H -5.606 3.936 -2.452
67 H -5.245 1.727 -3.499
68 H -3.365 0.319 -2.813
69 H 1.329 0.496 2.553
70 H 0.751 0.948 4.844
71 H -0.836 -0.526 6.056
72 H -1.828 -2.459 4.860
73 H -1.283 -2.871 2.512
74 H 1.453 -3.010 2.915
75 H 2.842 -5.006 2.777
76 H 3.350 -6.036 0.580
77 H 2.476 -4.972 -1.481
78 H 1.134 -2.938 -1.347

Values from the calculation:
**Charge**: -1
**HOMO**: -5.15 eV
**DFT total energy**: -4261.521448 hartree
**F_max**: 1.055 eV/Å

***

HOMO of number 1 (C37H30N2O4PSSeSn)? -4.05 eV